Record 1
The following is a quantum chemistry calculation of a structure of composition C40H68CdF9O24 in a non-equilibrium geometry, from OMol25.

Summary:
LUMO energy	-3.43	eV
Kohn-Sham gap	7.9035	eV
calculated total energy	-4436.84645	Eh
relative energy (zero: lowest compared OMol25 entry of this formula, charge and spin)	81.90	kcal/mol
total charge	+1

Element x y z (Å)
1 Cd 0.84 -3.11 0.70
2 C 1.00 0.08 0.61
3 O -0.30 -0.32 0.14
4 O 1.61 -1.19 0.91
5 C 1.82 1.00 -0.33
6 F 1.33 2.21 -0.44
7 F 3.10 1.26 -0.01
8 F 1.92 0.48 -1.62
9 C -1.32 0.76 0.15
10 C -2.70 0.30 -0.39
11 H -3.46 1.07 -0.52
12 H -2.56 -0.19 -1.35
13 H -3.10 -0.47 0.27
14 H -1.07 1.68 -0.39
15 H -1.54 1.03 1.18
16 H 0.82 0.62 1.54
17 C 0.32 -2.37 3.60
18 O -0.25 -3.15 2.52
19 C -1.58 -2.74 2.20
20 C -2.09 -3.46 0.88
21 O -1.01 -3.19 -0.09
22 C -1.04 -3.88 -1.29
23 C 0.25 -3.64 -2.15
24 O 1.42 -3.73 -1.25
25 C 2.58 -3.83 -2.01
26 H -0.32 -2.31 4.48
27 H 0.57 -1.36 3.26
28 H 1.27 -2.85 3.84
29 H -1.68 -1.65 2.11
30 H -2.29 -2.96 3.00
31 H -2.99 -2.99 0.50
32 H -2.20 -4.53 1.07
33 H -1.94 -3.56 -1.83
34 H -1.21 -4.94 -1.11
35 H 0.29 -2.64 -2.58
36 H 0.35 -4.40 -2.92
37 H 3.19 -3.05 -1.55
38 H 2.52 -3.77 -3.09
39 H 3.10 -4.78 -1.88
40 C 0.83 3.15 5.97
41 O 1.85 2.54 5.15
42 C 3.11 3.21 5.26
43 C 3.93 2.77 4.05
44 O 4.43 1.39 4.16
45 C 4.44 0.57 2.96
46 C 4.84 -0.87 3.38
47 O 6.20 -1.13 3.55
48 C 6.80 -0.42 4.66
49 H 0.50 4.04 5.45
50 H 1.16 3.40 6.98
51 H -0.05 2.53 6.13
52 H 3.71 3.02 6.15
53 H 3.11 4.29 5.13
54 H 4.82 3.40 4.07
55 H 3.37 2.89 3.12
56 H 5.14 0.91 2.20
57 H 3.46 0.71 2.51
58 H 4.56 -1.48 2.53
59 H 4.21 -1.20 4.21
60 H 6.99 0.64 4.53
61 H 7.79 -0.79 4.91
62 H 6.17 -0.42 5.56
63 C -5.62 -1.35 -1.98
64 C -5.70 -2.81 -2.42
65 O -6.82 -3.45 -1.94
66 C -6.91 -3.76 -0.66
67 O -6.05 -3.60 0.20
68 C -8.27 -4.36 -0.27
69 F -8.81 -3.64 0.75
70 F -9.11 -4.49 -1.34
71 F -7.99 -5.57 0.18
72 H -4.78 -0.91 -2.51
73 H -5.54 -1.10 -0.93
74 H -6.47 -0.78 -2.35
75 H -4.83 -3.37 -2.09
76 H -5.66 -2.89 -3.51
77 C -4.04 3.69 1.08
78 C -2.83 4.53 0.58
79 O -1.56 4.01 1.09
80 C -0.47 4.86 1.23
81 O -0.56 6.07 0.99
82 C 0.89 4.32 1.75
83 F 0.82 3.01 2.10
84 F 1.87 4.45 0.87
85 F 1.21 4.92 2.88
86 H -3.77 2.66 1.31
87 H -4.79 3.72 0.28
88 H -4.58 4.18 1.89
89 H -2.98 5.59 0.78
90 H -2.81 4.47 -0.50
91 C -0.97 3.82 -3.05
92 C -1.51 2.76 -4.02
93 C -0.47 2.45 -5.14
94 O -0.35 1.06 -5.05
95 C -0.94 0.57 -3.90
96 O -0.92 -0.62 -3.51
97 O -1.58 1.49 -3.37
98 H -1.60 3.92 -2.16
99 H -0.89 4.77 -3.58
100 H 0.07 3.73 -2.73
101 H -2.45 3.01 -4.51
102 H 0.46 3.02 -5.08
103 H -0.86 2.67 -6.14
104 C 5.29 -0.93 -0.27
105 C 5.72 -1.64 -1.59
106 C 7.16 -1.47 -2.03
107 O 7.62 -2.78 -2.37
108 C 6.70 -3.71 -2.08
109 O 6.74 -4.92 -2.36
110 O 5.65 -3.11 -1.37
111 H 5.88 -1.22 0.60
112 H 4.27 -1.25 -0.07
113 H 5.33 0.15 -0.40
114 H 5.11 -1.28 -2.42
115 H 7.80 -1.04 -1.26
116 H 7.24 -0.85 -2.92
117 C 4.66 1.89 -3.42
118 C 4.61 0.90 -4.57
119 C 3.36 -0.02 -4.54
120 O 2.91 0.08 -5.83
121 C 3.54 1.05 -6.50
122 O 3.16 1.47 -7.60
123 O 4.36 1.64 -5.77
124 H 4.58 1.41 -2.44
125 H 3.74 2.47 -3.50
126 H 5.59 2.46 -3.45
127 H 5.52 0.30 -4.59
128 H 2.63 0.34 -3.81
129 H 3.71 -1.01 -4.27
130 C -5.52 0.31 2.67
131 C -6.42 -0.58 1.84
132 C -7.85 -0.71 2.37
133 O -8.73 -0.29 1.37
134 C -8.03 0.06 0.33
135 O -8.53 0.24 -0.77
136 O -6.68 0.07 0.61
137 H -5.86 1.35 2.74
138 H -4.51 0.33 2.26
139 H -5.51 -0.05 3.70
140 H -5.95 -1.56 1.74
141 H -7.94 -0.04 3.24
142 H -8.16 -1.69 2.73



Record 2
The following is a quantum chemistry calculation of a structure of composition C40H70AlN5O19 in a non-equilibrium geometry, from OMol25.

Summary:
LUMO energy	-11.04	eV
Kohn-Sham gap	2.0609	eV
calculated total energy	-3511.04825	Eh
total charge	+2

Element x y z (Å)
1 Al 3.17 -1.55 -2.29
2 C -0.71 0.41 -0.61
3 C 0.10 -0.71 -1.28
4 O 0.84 -1.44 -0.58
5 O 0.06 -0.71 -2.53
6 H -0.59 0.63 0.45
7 H -1.76 0.18 -0.80
8 H -0.50 1.35 -1.11
9 C 1.87 1.26 4.49
10 C 0.44 1.82 4.39
11 C 0.36 3.16 5.13
12 O -0.89 3.77 4.91
13 C -1.95 3.23 5.65
14 N 0.16 1.97 2.95
15 H 1.82 0.24 4.11
16 H 2.27 1.24 5.50
17 H 2.54 1.77 3.79
18 H -0.19 1.06 4.85
19 H 1.26 3.74 4.90
20 H 0.45 2.94 6.20
21 H -2.93 3.63 5.40
22 H -1.79 3.19 6.73
23 H -2.09 2.20 5.28
24 H -0.37 1.19 2.56
25 H -0.64 2.61 2.98
26 C -0.88 -1.74 2.56
27 C -0.95 -3.23 2.46
28 C -2.37 -3.75 2.07
29 O -2.43 -5.14 2.03
30 C -2.60 -5.74 3.31
31 N 0.03 -3.65 1.46
32 H -1.33 -1.45 3.51
33 H -1.56 -1.35 1.80
34 H 0.12 -1.31 2.51
35 H -0.76 -3.78 3.39
36 H -2.64 -3.25 1.13
37 H -3.12 -3.40 2.78
38 H -1.80 -5.51 4.01
39 H -2.75 -6.82 3.30
40 H -3.50 -5.28 3.73
41 H -0.24 -4.57 1.11
42 H 0.02 -3.05 0.63
43 C 7.28 -2.53 0.62
44 C 5.84 -2.26 0.14
45 C 5.00 -1.50 1.12
46 O 3.69 -1.39 0.64
47 C 2.84 -0.70 1.54
48 N 5.98 -1.45 -1.09
49 H 7.22 -2.90 1.65
50 H 7.92 -1.65 0.74
51 H 7.79 -3.21 -0.05
52 H 5.42 -3.27 0.04
53 H 5.51 -0.56 1.40
54 H 5.02 -1.92 2.13
55 H 1.93 -0.43 1.01
56 H 3.19 0.27 1.92
57 H 2.63 -1.33 2.41
58 H 6.53 -2.03 -1.72
59 H 6.50 -0.62 -0.83
60 C 1.07 3.32 0.17
61 C 1.53 4.68 0.75
62 C 0.55 5.85 0.71
63 O 0.19 6.39 -0.55
64 C 1.23 7.07 -1.24
65 N 1.98 4.59 2.14
66 H 1.80 2.57 0.45
67 H 1.18 3.31 -0.92
68 H 0.06 3.02 0.43
69 H 2.42 4.99 0.19
70 H 0.98 6.68 1.27
71 H -0.39 5.60 1.18
72 H 0.85 7.56 -2.14
73 H 1.89 6.29 -1.64
74 H 1.77 7.72 -0.56
75 H 2.86 4.07 2.10
76 H 1.39 3.95 2.66
77 C 0.03 -5.23 -3.95
78 C 0.98 -4.29 -3.18
79 C 1.67 -5.10 -2.11
80 O 2.38 -4.25 -1.22
81 C 2.89 -4.94 -0.08
82 N 2.03 -3.73 -4.03
83 H -0.28 -4.78 -4.89
84 H -0.84 -5.49 -3.34
85 H 0.53 -6.17 -4.19
86 H 0.47 -3.54 -2.57
87 H 2.38 -5.87 -2.43
88 H 0.89 -5.59 -1.51
89 H 3.55 -4.25 0.43
90 H 3.43 -5.84 -0.40
91 H 2.02 -5.27 0.48
92 H 1.63 -3.49 -4.93
93 H 2.71 -4.47 -4.19
94 C -1.96 2.81 -2.98
95 C -1.16 3.90 -2.87
96 C 0.05 4.03 -3.71
97 O 0.69 5.05 -3.80
98 C 0.46 2.85 -4.50
99 C -0.40 1.81 -4.61
100 C -1.69 1.67 -3.88
101 O -2.40 0.70 -4.00
102 O -0.11 0.73 -5.34
103 O -1.44 4.84 -1.99
104 H -2.80 2.69 -2.31
105 H 1.43 2.76 -4.97
106 H -0.81 0.07 -5.21
107 H -0.72 5.51 -1.96
108 C -4.07 -4.27 -2.12
109 C -4.58 -5.07 -3.06
110 C -4.24 -4.94 -4.51
111 O -4.65 -5.68 -5.37
112 C -3.31 -3.84 -4.83
113 C -2.71 -3.17 -3.82
114 C -3.02 -3.29 -2.38
115 O -2.57 -2.62 -1.48
116 O -1.72 -2.31 -4.11
117 O -5.53 -5.97 -2.80
118 H -4.46 -4.31 -1.11
119 H -3.11 -3.66 -5.87
120 H -1.46 -1.92 -3.26
121 H -5.81 -6.44 -3.60
122 C -4.54 4.78 -0.25
123 C -4.01 3.62 0.15
124 C -3.04 3.51 1.28
125 O -2.51 2.47 1.62
126 C -2.63 4.80 1.83
127 C -3.20 5.97 1.46
128 C -4.33 6.04 0.49
129 O -5.04 6.99 0.30
130 O -2.92 7.14 2.08
131 O -4.24 2.45 -0.48
132 H -5.07 4.78 -1.19
133 H -1.97 4.86 2.69
134 H -2.51 6.90 2.92
135 H -4.12 1.72 0.15



Record 3
The following is a quantum chemistry calculation of a cluster of 10 separate species, C40H70O25 in total in a non-equilibrium geometry, from OMol25.

Summary:
LUMO energy	0.49	eV
Kohn-Sham gap	10.4250	eV
SMILES string	CCOC(=O)OC.CCOC(=O)OC.CCOC(=O)OC.CCOC(=O)OC.CCOC(=O)OC.O=C1CCCO1.O=C1CCCO1.O=C1CCCO1.O=C1CCCO1.O=C1CCCO1
calculated total energy	-3447.18159	Eh

Element x y z (Å)
1 C -1.44 -6.11 -1.94
2 C -1.00 -6.17 -0.54
3 O -1.26 -4.94 0.16
4 C -2.48 -4.78 0.62
5 O -3.38 -5.55 0.33
6 O -2.57 -3.66 1.33
7 C -3.78 -3.41 1.99
8 H -2.51 -6.04 -2.05
9 H -1.37 -7.14 -2.36
10 H -1.03 -5.37 -2.62
11 H 0.04 -6.33 -0.43
12 H -1.57 -7.02 -0.07
13 H -4.59 -3.60 1.25
14 H -3.83 -2.34 2.34
15 H -3.90 -4.14 2.80
16 C 5.75 -1.55 3.73
17 C 4.88 -0.62 2.91
18 O 4.61 0.60 3.61
19 C 3.60 0.52 4.48
20 O 2.81 -0.43 4.53
21 O 3.49 1.62 5.31
22 C 2.11 1.79 5.68
23 H 6.52 -1.11 4.30
24 H 6.16 -2.33 3.08
25 H 5.15 -2.12 4.38
26 H 3.98 -1.21 2.58
27 H 5.53 -0.39 1.97
28 H 1.52 1.38 4.91
29 H 1.88 2.84 5.73
30 H 1.92 1.27 6.56
31 C 6.43 4.51 2.74
32 C 4.98 4.94 2.50
33 O 4.49 4.00 1.51
34 C 3.41 4.32 0.81
35 O 2.65 5.23 0.97
36 O 3.30 3.42 -0.21
37 C 2.23 3.47 -1.18
38 H 6.93 4.72 1.80
39 H 6.55 3.45 2.96
40 H 6.90 5.12 3.52
41 H 4.92 6.03 2.10
42 H 4.42 4.85 3.39
43 H 1.32 2.99 -0.67
44 H 2.59 2.94 -2.03
45 H 1.94 4.50 -1.43
46 C -5.89 -0.47 -4.92
47 C -5.32 0.76 -4.24
48 O -5.16 0.34 -2.77
49 C -3.94 0.44 -2.31
50 O -3.04 1.04 -2.88
51 O -3.77 -0.12 -1.14
52 C -4.91 -0.85 -0.51
53 H -6.06 -0.08 -5.92
54 H -6.74 -0.75 -4.31
55 H -5.02 -1.22 -5.04
56 H -6.01 1.60 -4.15
57 H -4.42 1.09 -4.67
58 H -4.37 -1.56 0.18
59 H -5.26 -1.44 -1.28
60 H -5.66 -0.27 -0.02
61 C 0.91 -3.69 2.72
62 C 2.26 -3.24 2.16
63 O 2.20 -2.63 0.87
64 C 1.93 -3.44 -0.16
65 O 1.99 -4.64 -0.12
66 O 1.80 -2.77 -1.25
67 C 1.55 -3.51 -2.45
68 H 0.16 -2.95 2.54
69 H 1.04 -3.72 3.81
70 H 0.56 -4.68 2.30
71 H 2.98 -4.05 2.08
72 H 2.66 -2.45 2.77
73 H 1.82 -2.81 -3.22
74 H 0.50 -3.69 -2.51
75 H 2.10 -4.46 -2.48
76 O 2.56 0.99 -3.24
77 C 3.22 0.14 -2.72
78 C 3.66 0.10 -1.26
79 C 5.01 -0.58 -1.40
80 C 4.67 -1.63 -2.51
81 O 3.73 -0.92 -3.38
82 H 3.71 1.10 -0.75
83 H 2.93 -0.59 -0.78
84 H 5.72 0.23 -1.75
85 H 5.49 -1.10 -0.54
86 H 5.56 -1.96 -3.11
87 H 4.17 -2.56 -2.08
88 O -5.12 3.41 -2.19
89 C -3.98 3.66 -2.27
90 C -2.93 3.69 -1.24
91 C -2.03 4.84 -1.77
92 C -2.17 4.62 -3.30
93 O -3.49 4.16 -3.45
94 H -3.41 3.83 -0.25
95 H -2.46 2.69 -1.33
96 H -2.39 5.82 -1.48
97 H -0.98 4.87 -1.55
98 H -1.96 5.50 -3.87
99 H -1.47 3.78 -3.60
100 O -0.42 -2.71 -5.96
101 C -0.52 -2.06 -4.95
102 C -0.18 -0.64 -4.68
103 C -0.30 -0.50 -3.21
104 C -1.23 -1.73 -2.82
105 O -1.06 -2.62 -3.87
106 H 0.79 -0.50 -5.11
107 H -0.85 -0.04 -5.27
108 H 0.69 -0.58 -2.77
109 H -0.80 0.43 -2.99
110 H -1.04 -2.30 -1.91
111 H -2.26 -1.35 -2.86
112 O -3.19 0.05 2.17
113 C -3.50 1.06 2.75
114 C -4.51 2.14 2.32
115 C -4.26 3.35 3.20
116 C -3.73 2.63 4.44
117 O -2.98 1.45 3.93
118 H -4.57 2.29 1.20
119 H -5.50 1.81 2.50
120 H -3.45 3.90 2.77
121 H -5.16 3.95 3.41
122 H -3.10 3.21 5.08
123 H -4.57 2.27 5.11
124 O -1.18 2.96 1.69
125 C -0.59 1.93 1.49
126 C -0.65 1.04 0.29
127 C 0.38 -0.13 0.54
128 C 0.83 0.18 1.97
129 O 0.34 1.48 2.38
130 H -1.73 0.67 0.12
131 H -0.48 1.74 -0.60
132 H -0.03 -1.15 0.28
133 H 1.24 0.04 -0.19
134 H 0.48 -0.51 2.74
135 H 1.89 0.19 2.16